(1)
A 9-piece molecular cluster, C31H51Cl9O12 overall at a distorted geometry, computed with wB97M-V/def2-TZVPD.

Values from the calculation:
E_HOMO: -9.68 eV
Kohn-Sham gap: 8.03 eV
LUMO level: -0.0607 hartree
Energy above the lowest of the compared OMol25 structures with the same formula, charge and spin: 0.00 kJ/mol
Net charge: 0

Each line ends with the Löwdin charge.
Atoms and positions in Å:
C 3.288 1.619 -6.947  0.0753
C 3.739 0.868 -5.939  -0.2436
C 3.237 1.067 -4.536  -0.3109
O 3.701 0.393 -3.642  0.1001
C 2.246 2.107 -4.309  0.0721
C 1.810 2.861 -5.315  -0.2393
C 2.304 2.670 -6.730  -0.3118
O 1.938 3.442 -7.588  0.1204
O 1.002 3.898 -5.144  0.0825
O 4.693 -0.037 -6.069  0.1241
H 3.664 1.488 -7.954  0.1381
H 1.902 2.408 -3.326  0.1306
H 0.982 4.381 -5.994  0.1168
H 4.837 -0.432 -5.190  0.1231
C -5.351 -0.221 6.548  0.0763
C -4.846 0.460 5.511  -0.2419
C -4.049 -0.215 4.434  -0.3124
O -3.629 0.425 3.497  0.1087
C -3.899 -1.657 4.539  0.0647
C -4.394 -2.336 5.574  -0.2349
C -5.138 -1.657 6.695  -0.3217
O -5.507 -2.299 7.647  0.1276
O -4.260 -3.660 5.634  0.1005
O -5.008 1.767 5.347  0.1157
H -5.963 0.331 7.251  0.1376
H -3.425 -2.203 3.734  0.1197
H -4.908 -4.041 6.245  0.1266
H -4.549 2.005 4.521  0.1197
C 0.747 -3.953 4.564  -1.5604
Cl -0.949 -4.187 4.109  0.5313
Cl 1.709 -5.304 3.942  0.5163
Cl 0.917 -3.848 6.297  0.5563
H 1.081 -3.063 4.048  -0.0188
C -2.139 4.380 -4.036  -1.5714
Cl -2.506 4.877 -2.394  0.5425
Cl -1.877 5.733 -5.125  0.5536
Cl -3.436 3.359 -4.663  0.5577
H -1.219 3.812 -4.016  -0.0210
C 0.831 -3.142 -1.005  -1.5676
Cl 1.257 -4.781 -0.542  0.5461
Cl -0.853 -3.011 -1.462  0.5947
Cl 1.922 -2.447 -2.208  0.5465
H 0.994 -2.521 -0.132  -0.0180
C 3.892 -0.244 2.711  -0.0638
C 3.739 -1.601 2.078  -0.3078
O 4.952 -2.293 2.153  -0.1570
C 4.971 -3.490 1.369  -0.2717
C 6.121 -4.333 1.864  -0.0717
H 4.055 -0.301 3.790  0.0830
H 4.721 0.348 2.327  0.0661
H 2.975 0.319 2.521  0.0569
H 2.911 -2.158 2.544  0.0990
H 3.465 -1.462 1.017  0.1203
H 3.994 -3.962 1.531  0.0994
H 5.070 -3.239 0.305  0.1204
H 7.055 -3.780 1.932  0.0775
H 6.270 -5.199 1.216  0.0756
H 5.878 -4.713 2.858  0.0759
C -5.350 -3.527 -3.131  -0.0664
C -4.506 -2.309 -2.831  -0.2951
O -4.705 -1.368 -3.867  -0.1482
C -4.150 -0.098 -3.572  -0.2784
C -4.930 0.667 -2.507  -0.0827
H -4.882 -4.245 -3.798  0.0732
H -5.571 -4.048 -2.192  0.0748
H -6.325 -3.206 -3.493  0.0803
H -4.774 -1.927 -1.839  0.1089
H -3.430 -2.525 -2.778  0.0873
H -3.096 -0.151 -3.261  0.0924
H -4.166 0.469 -4.503  0.0931
H -4.825 0.245 -1.506  0.0599
H -5.999 0.609 -2.737  0.0837
H -4.673 1.725 -2.478  0.0462
C 4.928 3.221 1.179  -0.0692
C 3.968 4.292 0.624  -0.2918
O 3.003 4.730 1.531  -0.1612
C 1.977 3.786 1.777  -0.2543
C 0.868 3.849 0.714  -0.0575
H 4.974 3.331 2.260  0.0837
H 4.647 2.224 0.854  0.0534
H 5.912 3.438 0.758  0.0716
H 4.507 5.169 0.266  0.1153
H 3.495 3.905 -0.297  0.1075
H 2.395 2.775 1.804  0.0966
H 1.577 4.030 2.759  0.1181
H 1.257 4.198 -0.241  0.0672
H 0.045 4.500 1.021  0.0715
H 0.404 2.871 0.575  0.0568
C -0.083 -0.663 2.332  -0.0604
C -1.192 -0.512 1.333  -0.2868
O -0.600 0.038 0.164  -0.1927
C -1.556 0.411 -0.826  -0.2915
C -0.804 0.796 -2.081  -0.0667
H -0.433 -0.848 3.352  0.0748
H 0.601 -1.480 2.087  0.0531
H 0.466 0.279 2.351  0.0747
H -1.700 -1.456 1.090  0.1098
H -1.966 0.185 1.677  0.0999
H -2.234 -0.432 -1.048  0.0832
H -2.222 1.167 -0.382  0.1232
H 0.154 1.261 -1.850  0.0676
H -1.390 1.483 -2.698  0.0588
H -0.582 -0.091 -2.678  0.0625

---

(2)
A 2-piece molecular cluster, C31H51F3NO7 overall at a distorted geometry, computed with wB97M-V/def2-TZVPD.

Values from the calculation:
E_HOMO: -2.21 eV
Kohn-Sham gap: 1.64 eV
LUMO level: -0.0209 hartree
Net charge: -1

Each line ends with the Löwdin charge.
Atoms and positions in Å:
C -4.284 0.293 4.316  -0.1502
C -4.082 1.780 3.587  -0.2570
C -4.868 1.825 2.113  -0.2126
C -3.710 1.451 0.987  -0.2336
C -4.369 1.110 -0.497  -0.1909
C -3.223 0.211 -1.302  -0.2074
C -3.774 -1.314 -1.689  -0.2146
C -4.124 -2.226 -0.351  -0.2063
C -3.127 -3.556 -0.202  -0.2074
C -1.553 -3.033 -0.161  -0.2232
C -0.464 -4.257 -0.011  -0.2070
C 0.437 -4.168 1.392  -0.2118
C 1.968 -3.602 1.135  -0.2212
C 2.032 -2.224 0.250  -0.2033
C 2.904 -2.387 -1.169  -0.1326
C 3.634 -0.910 -1.384  -0.0660
N 5.168 -0.942 -1.321  0.0364
C 6.025 0.293 -1.471  -0.1896
O 7.520 0.215 -1.439  -0.1705
C 7.981 -0.602 -0.307  -0.2596
C 7.249 -0.290 1.126  -0.1128
C 5.389 1.789 -1.677  0.0620
C 3.720 1.864 -1.755  -0.0631
C 3.110 3.393 -1.943  -0.2402
O 2.913 3.891 -3.191  -0.0278
O 2.801 4.308 -0.826  -0.1135
C 1.353 4.443 -0.604  -0.1450
C 1.013 4.595 1.027  -0.1222
O 1.358 3.311 1.694  -0.1060
C 1.216 3.413 3.157  -0.2391
O 1.868 4.420 3.782  -0.0533
C 0.360 2.378 4.117  -0.1423
C -0.057 0.966 3.384  -0.1362
C 2.763 0.496 -1.636  0.0467
C 1.135 0.548 -1.744  -0.1999
F 0.472 -0.695 -2.197  0.0010
F 0.620 0.950 -0.382  -0.0336
F 0.614 1.621 -2.672  -0.0059
H -4.151 0.338 5.485  0.0698
H -3.458 -0.421 3.837  0.0710
H -5.322 -0.172 4.036  0.0660
H -2.929 1.960 3.457  0.0749
H -4.479 2.601 4.329  0.0956
H -5.269 2.920 1.918  0.1097
H -5.729 1.009 2.092  0.1077
H -3.113 0.528 1.403  0.0890
H -3.025 2.424 0.913  0.1237
H -4.625 2.093 -1.092  0.1153
H -5.313 0.402 -0.410  0.1106
H -2.230 0.123 -0.647  0.0959
H -2.958 0.821 -2.273  0.1006
H -4.730 -1.167 -2.366  0.0930
H -2.951 -1.791 -2.382  0.1003
H -5.236 -2.603 -0.464  0.1044
H -4.022 -1.504 0.587  0.0993
H -3.327 -4.345 -1.064  0.1184
H -3.405 -4.018 0.862  0.1105
H -1.254 -2.411 -1.116  0.0936
H -1.413 -2.340 0.799  0.1137
H 0.256 -4.224 -0.955  0.1102
H -1.006 -5.312 -0.038  0.1068
H -0.130 -3.633 2.266  0.1062
H 0.570 -5.305 1.731  0.1019
H 2.685 -4.405 0.642  0.1056
H 2.439 -3.372 2.204  0.1071
H 2.589 -1.416 0.930  0.1200
H 0.954 -1.786 0.068  0.0956
H 3.724 -3.200 -0.979  0.1002
H 2.166 -2.634 -2.047  0.1148
H 5.661 -1.876 -1.184  0.1260
H 7.841 -1.740 -0.637  0.1156
H 9.156 -0.464 -0.178  0.1289
H 8.118 -0.260 1.943  0.0814
H 6.705 0.743 1.196  0.0938
H 6.590 -1.219 1.394  0.0739
H 6.083 2.745 -1.780  0.1156
H 0.919 5.377 -1.206  0.1480
H 0.713 3.520 -0.960  0.1235
H 1.617 5.515 1.426  0.1369
H -0.160 4.706 1.120  0.1437
H 1.087 2.091 5.010  0.1278
H -0.590 2.894 4.587  0.1235
H 0.904 0.370 3.082  0.0848
H -0.802 1.164 2.487  0.0728
H -0.637 0.308 4.188  0.0822
O -2.171 -0.495 -6.888  -0.1212
C -2.543 -0.513 -5.601  -0.3591
C -4.082 -0.084 -5.486  -0.3455
O -4.449 -0.087 -4.197  -0.1510
H -1.996 0.154 -4.911  0.1075
H -2.465 -1.479 -5.071  0.1036
H -4.629 -0.761 -6.165  0.1072
H -4.165 0.875 -6.029  0.1080

---

(3)
A 7-piece molecular cluster, C31H51O14PS overall at a distorted geometry, computed with wB97M-V/def2-TZVPD.

Values from the calculation:
E_HOMO: -8.29 eV
Kohn-Sham gap: 8.48 eV
LUMO level: 0.0072 hartree
Net charge: 0

Each line ends with the Löwdin charge.
Atoms and positions in Å:
C 1.698 4.922 -0.003  -0.1875
C 0.903 3.886 -0.939  -0.4579
P 1.865 2.329 -1.426  0.6445
S 3.920 2.937 -1.804  0.3414
C 2.006 1.065 -0.023  -0.4122
C 1.539 1.566 1.428  -0.2328
C 2.715 1.848 2.489  -0.1644
C 4.046 2.493 1.889  -0.1739
O 5.122 2.236 2.888  -0.0995
C 5.603 0.940 2.545  -0.2835
O 6.769 0.699 2.211  0.0521
H 1.162 5.078 1.005  0.0775
H 1.713 5.950 -0.519  0.0827
H 2.740 4.556 0.253  0.0092
H -0.003 3.530 -0.323  0.0611
H 0.514 4.441 -1.863  0.0818
H 4.091 4.270 -1.472  -0.1730
H 3.053 0.589 0.041  0.0776
H 1.305 0.181 -0.304  0.0514
H 0.859 2.475 1.432  0.0770
H 0.914 0.708 1.877  0.1135
H 2.294 2.620 3.232  0.1218
H 2.894 0.904 3.111  0.1102
H 4.413 2.032 0.919  0.0717
H 4.010 3.636 1.804  0.1341
H 4.829 0.095 2.544  0.1576
O -0.501 -0.885 -1.106  0.0810
C -0.193 -2.006 -1.426  -0.4744
O -0.531 -3.115 -0.719  0.0331
C 0.085 -4.265 -1.316  -0.1576
C 0.372 -3.866 -2.744  -0.1559
C 0.644 -2.381 -2.619  -0.0742
H 0.996 -4.501 -0.759  0.1294
H -0.595 -5.117 -1.259  0.1168
H 1.193 -4.427 -3.192  0.1218
H -0.519 -4.025 -3.360  0.1218
H 1.694 -2.177 -2.395  0.1353
H 0.328 -1.837 -3.508  0.1324
O -3.101 6.002 1.141  0.1088
C -3.476 4.874 0.958  -0.4756
O -4.285 4.495 -0.069  0.0231
C -4.620 3.108 0.077  -0.1563
C -3.531 2.529 0.948  -0.1614
C -3.165 3.696 1.838  -0.0807
H -5.608 3.033 0.541  0.1296
H -4.656 2.633 -0.905  0.1295
H -3.846 1.641 1.498  0.1218
H -2.669 2.257 0.331  0.1175
H -3.794 3.740 2.730  0.1370
H -2.110 3.676 2.111  0.1223
O -3.502 -5.335 -2.736  0.1072
C -3.352 -6.335 -2.084  -0.4903
O -3.268 -6.355 -0.728  0.0262
C -2.980 -7.690 -0.287  -0.1727
C -3.433 -8.587 -1.416  -0.1532
C -3.183 -7.726 -2.637  -0.0805
H -1.907 -7.770 -0.098  0.1104
H -3.517 -7.895 0.639  0.1237
H -2.912 -9.545 -1.439  0.1223
H -4.505 -8.789 -1.322  0.1222
H -2.163 -7.838 -3.012  0.1331
H -3.908 -7.925 -3.425  0.1282
O 7.053 -2.500 -3.267  0.1119
C 7.084 -1.494 -2.608  -0.4816
O 6.173 -1.187 -1.646  0.0266
C 6.442 0.127 -1.138  -0.1728
C 7.895 0.388 -1.456  -0.1546
C 8.088 -0.380 -2.748  -0.0805
H 5.774 0.836 -1.634  0.0653
H 6.250 0.152 -0.066  0.0949
H 8.135 1.449 -1.536  0.1209
H 8.529 -0.043 -0.675  0.1244
H 7.832 0.222 -3.623  0.1342
H 9.100 -0.774 -2.835  0.1281
O -6.222 11.315 0.267  0.1120
C -5.910 10.200 -0.060  -0.4833
O -6.243 9.083 0.638  0.0296
C -5.622 7.940 0.033  -0.1646
C -5.335 8.351 -1.392  -0.1621
C -5.069 9.836 -1.255  -0.0832
H -4.710 7.704 0.588  0.1069
H -6.298 7.085 0.084  0.1261
H -4.511 7.797 -1.842  0.1182
H -6.225 8.194 -2.010  0.1200
H -4.020 10.043 -1.029  0.1341
H -5.387 10.386 -2.141  0.1266
O -1.682 -8.952 2.083  0.1078
C -1.352 -7.940 2.644  -0.4796
O -0.726 -6.901 2.028  0.0174
C -0.380 -5.908 3.001  -0.1559
C -1.314 -6.149 4.164  -0.1602
C -1.521 -7.650 4.111  -0.0760
H 0.671 -6.042 3.277  0.1297
H -0.508 -4.913 2.572  0.1282
H -0.917 -5.794 5.116  0.1197
H -2.267 -5.641 3.986  0.1234
H -0.753 -8.187 4.671  0.1361
H -2.516 -7.931 4.455  0.1304